The following is a DFT calculation (ωB97M-V/def2-TZVPD) of one molecule with the formula C3H5BrNO2P at a distorted geometry.

The value obtained for the frontier orbital gap is 9.7 eV. As for the SMILES: COC(=O)/C(Br)=N/P. The HOMO energy is -9.83 eV.

Each line ends with the natural charge from an NBO analysis.
Cartesian coordinates (Å):
1 C 1.14863 -0.02508 -0.14005  0.09
2 C 0.02260 0.93146 -0.17058  0.70
3 C -2.15068 1.31313 0.46569  -0.26
4 N 0.87099 -1.21031 0.21393  -0.61
5 O 0.08695 2.02284 -0.73179  -0.56
6 O -1.05930 0.38704 0.41794  -0.47
7 P 1.96758 -2.58895 0.40615  0.52
8 Br 2.86867 0.57070 -0.66146  0.05
9 H -2.31401 1.60902 -0.63396  0.20
10 H -1.92365 2.15787 1.04061  0.19
11 H -3.02292 0.65095 0.88850  0.20
12 H 1.01215 -3.41321 -0.16782  -0.03
13 H 2.49299 -2.40547 -0.92716  -0.03

Forces on the atoms, in the same order (eV/Å):
C -0.015 -2.759 0.836
C -0.457 1.832 -1.169
C -2.252 -2.666 -2.296
N 0.992 0.675 0.149
O -0.387 -1.821 1.310
O 0.932 1.163 -0.012
P -0.365 1.552 -1.440
Br 0.062 0.261 -0.087
H -0.336 -0.156 1.827
H 0.245 1.148 0.939
H 1.562 1.700 -0.840
H -0.411 -0.711 0.169
H 0.429 -0.220 0.614

=====

The following is a DFT calculation (ωB97M-V/def2-TZVPD) of C21H33N2O4P2Pr as an isolated structure at a distorted geometry.

The value obtained for the frontier orbital gap (spin up / spin down) is 6.5 / 6.4 eV. As for the spin multiplicity: 3. The HOMO energy (spin up / spin down) is -6.30 / -6.22 eV. Its expectation value of S² is 2.006.

Each line ends with the Löwdin charge.
Cartesian coordinates (Å):
1 C -3.22432 -0.54783 2.80483  -0.01
2 C -2.28354 -0.72559 1.82946  -0.29
3 N -1.68869 0.35137 1.35507  -0.05
4 C -1.90328 1.60188 1.73540  -0.30
5 C -2.85315 1.81905 2.69132  -0.01
6 C -3.53389 0.73692 3.24785  -0.01
7 C -1.95814 -2.09697 1.24285  -0.20
8 P -0.25009 -2.30032 0.51306  0.73
9 Pr -0.14772 0.04385 -0.28638  0.47
10 P -0.43791 2.49590 -0.60831  0.73
11 C -1.03839 2.72318 1.15258  -0.19
12 C 1.19921 -0.33105 -2.06689  -0.42
13 C 2.35418 -0.85211 -1.72812  -0.16
14 C 3.22475 -1.13901 -2.80375  -0.07
15 C 2.82247 -0.86052 -4.11553  -0.10
16 C 1.56290 -0.29592 -4.33863  -0.08
17 C 0.70805 -0.03002 -3.24279  -0.17
18 O -3.64843 -3.10262 -1.24089  -0.10
19 O -1.99596 -1.92036 -3.05793  -0.14
20 H -3.73720 -1.42532 3.22400  0.13
21 H -3.06213 2.84788 3.02140  0.13
22 H -4.29498 0.89386 4.02084  0.12
23 C 0.89268 -2.57350 1.80040  -0.23
24 C -0.25538 -3.58340 -0.64021  -0.23
25 H -1.55819 3.68422 1.19762  0.10
26 H -0.11548 2.80020 1.75453  0.10
27 H -2.65192 -2.33534 0.39566  0.08
28 H -2.07774 -2.88281 2.00232  0.10
29 C 1.02818 3.39308 -0.81441  -0.23
30 C -1.69094 3.00142 -1.70417  -0.25
31 H 2.71980 -1.06232 -0.71755  0.10
32 H 4.21020 -1.56967 -2.61191  0.10
33 H 3.49222 -1.08082 -4.96112  0.10
34 H 1.23538 -0.06938 -5.35672  0.09
35 H -0.27630 0.40536 -3.46341  0.09
36 H -1.76148 -1.20885 -2.39804  -0.08
37 H -1.15670 -2.12866 -3.48709  0.04
38 H -3.05894 -2.83113 -1.98685  0.00
39 H -4.39046 -2.49364 -1.31070  0.04
40 H -1.59888 -0.23530 -1.41182  -0.08
41 H 0.65755 -3.54439 2.23195  0.05
42 H 1.91846 -2.58410 1.39459  0.07
43 H 0.85271 -1.79088 2.57743  0.05
44 H -0.52956 -4.49596 -0.10736  0.06
45 H -0.96746 -3.39931 -1.46475  0.05
46 H 0.74876 -3.67896 -1.06976  0.07
47 H -1.81440 4.07580 -1.57492  0.05
48 H -1.38467 2.78251 -2.74058  0.07
49 H -2.64207 2.47920 -1.52179  0.07
50 H 0.77935 4.44712 -0.72194  0.05
51 H 1.80135 3.11103 -0.08122  0.05
52 H 1.43924 3.18543 -1.81152  0.08
53 O 0.40326 0.45145 3.18099  0.03
54 C 1.46653 0.71780 2.61364  -0.48
55 C 2.75423 1.16660 3.28604  -0.10
56 C 3.70140 1.40464 2.17594  -0.10
57 C 2.91762 1.07161 0.91001  -0.48
58 O 3.31582 1.19954 -0.23762  0.05
59 N 1.61725 0.63717 1.22230  0.02
60 H 2.52228 2.07928 3.84711  0.13
61 H 3.06624 0.36236 3.96248  0.13
62 H 3.99830 2.45564 2.09398  0.13
63 H 4.57803 0.75072 2.19903  0.13

Forces on the atoms, in the same order (eV/Å):
C -1.311 -0.531 1.332
C 0.069 -0.171 -0.186
N -1.093 0.358 0.588
C 0.111 -0.104 -0.152
C -0.949 1.143 1.055
C 0.166 -0.127 -0.167
C 0.151 -0.666 -0.133
P -1.477 -1.065 1.062
Pr 4.464 -0.249 -0.585
P -0.980 1.063 0.856
C 0.138 0.345 -0.321
C -2.869 0.788 3.180
C 4.151 -1.963 -1.777
C 0.307 -0.255 0.431
C -0.029 0.024 0.090
C -0.436 0.196 -0.451
C 0.796 0.267 -5.130
O 0.113 0.067 -0.276
O 0.188 -0.465 -0.366
H 0.212 0.492 -0.143
H 0.039 -0.575 -0.107
H 0.361 -0.078 -0.359
C 1.032 -0.892 1.419
C -0.376 -2.216 -0.749
H -0.093 -0.065 0.352
H -0.363 -0.012 -0.118
H 0.387 0.173 0.568
H -0.315 0.251 -0.012
C 1.239 1.725 -0.084
C -1.125 1.371 -0.996
H -0.353 0.051 -0.033
H -0.134 0.075 -0.171
H -0.370 0.135 0.475
H 0.189 -0.089 0.120
H 0.148 -0.121 0.335
H -0.226 0.404 0.139
H -0.119 0.009 -0.083
H -0.244 -0.058 0.238
H -0.028 -0.053 -0.027
H -2.898 -0.299 -1.841
H 0.382 -0.211 0.519
H -0.401 -0.072 0.078
H -0.222 -0.323 -0.384
H 0.033 -0.510 -0.473
H 0.326 0.007 0.537
H -0.153 0.009 0.121
H -0.503 0.309 -0.422
H -0.074 0.086 0.403
H 0.431 0.113 0.059
H 0.525 0.505 -0.085
H -0.467 0.084 -0.341
H -0.123 0.054 0.241
O 1.050 0.218 0.020
C -0.793 -0.387 -1.269
C -0.952 -0.203 0.996
C 0.742 0.160 -1.116
C -0.971 -0.218 -0.581
O 0.207 0.311 1.007
N 2.102 1.104 2.385
H 0.117 -0.329 0.207
H -0.090 0.340 0.110
H 0.293 -0.266 0.009
H 0.065 0.338 0.004